The following is a DFT calculation (ωB97M-V/def2-TZVPD) of one molecule with the formula C20H17NO4 in a non-equilibrium geometry.

Summary:
Strongest force on any atom: 1.23 eV/Å
Spin multiplicity: 1
ΔE to the lowest compared entry with this formula, charge and spin: 4.9 kcal/mol
E_HOMO: -0.3165 Eh
Electronic energy: -1128.062270 hartree
Structure (SMILES): O=C(c1oc(=O)c2ccccc2c1-c1ccccc1)N1CCOCC1

Last column: Löwdin charge in e.
CARTESIAN COORDINATES (ANGSTROEM)
O1 -1.291829 -0.579669 -2.019094  0.098
C1 -1.180532 0.295308 -1.180960  -0.392
N1 -2.236567 0.916590 -0.619044  -0.026
C2 -2.143682 1.850645 0.490453  -0.107
H1 -1.737853 1.344012 1.376954  0.136
C3 -3.533843 2.395745 0.810219  -0.187
O2 -4.455246 1.383536 1.146212  -0.126
C4 -4.342192 0.213115 0.350851  -0.170
H2 -5.358842 -0.127417 0.133811  0.126
C5 -3.573056 0.453386 -0.942019  -0.108
H3 -3.471607 -0.474417 -1.508701  0.130
H4 -4.089412 1.191030 -1.565188  0.135
H5 -3.831327 -0.566667 0.934802  0.126
H6 -3.900643 2.982376 -0.044443  0.128
H7 -3.484143 3.053147 1.681093  0.131
H8 -1.488424 2.685270 0.232262  0.129
C6 0.184548 0.742810 -0.725294  -0.094
C7 1.117229 -0.145064 -0.309884  -0.057
C8 2.438733 0.345898 0.006577  -0.084
C9 3.462690 -0.472989 0.494767  -0.005
C10 4.706026 0.054351 0.765345  -0.057
C11 4.963854 1.408795 0.565897  -0.064
C12 3.963622 2.236601 0.108117  0.003
C13 2.697875 1.716669 -0.169901  -0.063
C14 1.645862 2.624791 -0.622836  -0.384
O3 1.763642 3.814830 -0.773350  0.129
O4 0.420115 2.068762 -0.871779  0.125
H9 4.124736 3.292843 -0.043808  0.123
H10 5.944136 1.807183 0.778208  0.106
H11 5.489089 -0.589080 1.138545  0.108
H12 3.265844 -1.521264 0.659698  0.113
C15 0.765824 -1.569998 -0.168378  -0.195
C16 1.439542 -2.542078 -0.899341  -0.031
C17 1.088133 -3.873725 -0.775305  -0.070
C18 0.066758 -4.248256 0.081058  -0.083
C19 -0.606849 -3.285041 0.812786  -0.070
C20 -0.260281 -1.952557 0.688529  -0.025
H13 -0.780208 -1.200140 1.265194  0.115
H14 -1.406012 -3.572617 1.480212  0.103
H15 -0.207467 -5.288396 0.174948  0.102
H16 1.609967 -4.621380 -1.354099  0.104
H17 2.221798 -2.246926 -1.583113  0.126

Atoms 1-3, force components in eV/Å:
0.1 -0.1 -0.1
0.0 0.2 -0.2
-0.2 0.1 0.0

=====

The following is a DFT calculation (ωB97M-V/def2-TZVPD) of a 3-piece molecular cluster, C20H17O14P overall.

Summary:
Strongest force on any atom: 0.93 eV/Å
Spin multiplicity: 1
E_HOMO: -0.3629 Eh
Electronic energy: -2167.075147 hartree
Structure (SMILES): COCC1=CC(=O)C=C(P(=O)(O)O)C1=O.O=C1C=C(O)C(=O)C=C1O.O=C1C=C(O)C(=O)C=C1O

Last column: Löwdin charge in e.
CARTESIAN COORDINATES (ANGSTROEM)
C1 0.478848 -0.086684 1.970407  -0.094
O1 -0.424716 0.147974 0.910199  -0.157
C2 -0.212721 1.414406 0.271110  -0.153
C3 -0.868729 2.454728 1.104748  -0.109
C4 -0.268959 3.258690 1.983329  0.071
C5 -1.108472 4.204241 2.765390  -0.348
O2 -0.776144 5.345476 3.026116  0.120
C6 -2.446928 3.650244 3.143489  0.060
C7 -3.051923 2.858349 2.263883  -0.151
P1 -4.630250 2.061806 2.539291  0.422
O3 -5.094554 2.180310 3.918147  -0.248
O4 -5.634523 2.555369 1.428295  -0.078
O5 -4.378916 0.538770 2.113340  -0.102
C8 -2.351823 2.579351 0.969389  -0.315
O6 -2.935828 2.503663 -0.091867  0.137
H1 0.086429 -0.919960 2.537796  0.090
H2 1.463205 -0.307532 1.568780  0.068
H3 0.561819 0.756176 2.655730  0.086
H4 0.855799 1.564384 0.138873  0.136
H5 -0.698682 1.315435 -0.682361  0.093
H6 0.798070 3.224263 2.123199  0.133
H7 -2.893874 3.869688 4.098458  0.130
H8 -5.596702 1.943606 0.683620  0.089
H9 -4.128859 0.062335 2.908787  0.089
C9 3.362308 -4.633739 2.347436  0.078
C10 3.077494 -3.355286 2.623242  -0.233
C11 3.786047 -2.218508 1.942483  -0.308
O7 3.452326 -1.083822 2.235321  0.083
C12 4.825154 -2.530102 0.978359  0.076
C13 5.114082 -3.809348 0.703829  -0.237
C14 4.388215 -4.947658 1.365898  -0.313
O8 4.698784 -6.078540 1.048735  0.115
O9 6.049238 -4.168541 -0.162835  0.122
O10 2.156419 -2.994135 3.508602  0.114
H10 2.857022 -5.458350 2.829483  0.137
H11 5.338917 -1.704758 0.506377  0.136
H12 6.048753 -5.144283 -0.172725  0.122
H13 2.155197 -2.019449 3.512741  0.107
C15 -1.112965 1.648962 -4.642082  0.081
C16 -1.626462 1.095260 -5.748851  -0.236
C17 -1.556458 -0.385247 -6.002796  -0.314
O11 -2.061470 -0.809772 -7.023251  0.112
C18 -0.889703 -1.223033 -5.019211  0.077
C19 -0.375227 -0.668486 -3.914671  -0.232
C20 -0.464987 0.808556 -3.653868  -0.294
O12 0.017580 1.231566 -2.617132  0.083
O13 0.243255 -1.372354 -2.974440  0.121
O14 -2.230134 1.798712 -6.695125  0.122
H14 -1.159460 2.711120 -4.448491  0.138
H15 -0.833074 -2.283910 -5.216614  0.137
H16 0.504967 -0.735976 -2.283684  0.117
H17 -2.507389 1.156032 -7.374876  0.121

Atoms 1-3, force components in eV/Å:
-0.1 0.1 -0.2
-0.2 0.1 0.0
-0.1 -0.8 0.4

=====

The following is a DFT calculation (ωB97M-V/def2-TZVPD) of C20H18AgF3NO2P as an isolated structure.

Summary:
Strongest force on any atom: 0.41 eV/Å
Spin multiplicity: 1
ΔE to the lowest compared entry with this formula, charge and spin: 4.9 kcal/mol
E_HOMO: -0.3049 Eh
Electronic energy: -1766.139189 hartree

Last column: Löwdin charge in e.
CARTESIAN COORDINATES (ANGSTROEM)
Ag1 1.830392 0.534965 0.300699  0.644
C1 0.489339 -1.255022 -2.224981  -0.256
P1 0.493974 -1.314204 -0.403973  0.911
C2 1.101185 -2.986281 -0.025857  -0.371
C3 0.592718 -3.687481 1.066081  -0.093
C4 1.105852 -4.929801 1.405240  -0.080
C5 2.137388 -5.483805 0.659448  -0.085
C6 2.654525 -4.789372 -0.423774  -0.079
C7 2.140842 -3.545619 -0.763762  -0.090
C8 -1.258536 -1.376541 0.060111  -0.399
C9 -1.722710 -0.464153 1.000820  -0.119
C10 -3.055271 -0.474048 1.399872  -0.077
C11 -3.928781 -1.398637 0.852262  -0.079
C12 -3.474379 -2.315354 -0.091773  -0.076
C13 -2.146677 -2.307920 -0.481708  -0.087
H1 1.511834 -1.181369 -2.592077  0.041
H2 -0.035802 -0.349023 -2.530854  0.038
H3 0.003949 -2.124936 -2.670376  0.049
H4 -0.213214 -3.267416 1.655501  0.105
H5 0.699330 -5.464678 2.253250  0.104
H6 2.540869 -6.451460 0.926616  0.103
H7 3.463467 -5.211676 -1.004546  0.105
H8 2.571805 -3.012856 -1.601700  0.101
H9 -1.032839 0.257852 1.423969  0.082
H10 -3.404108 0.232482 2.140926  0.106
H11 -4.965134 -1.414038 1.163070  0.105
H12 -4.158758 -3.036434 -0.518238  0.105
H13 -1.800657 -3.038455 -1.203719  0.110
F1 -3.016935 6.061726 -0.103284  0.140
C14 -1.698456 6.232572 0.079171  -0.583
F2 -1.285783 7.150938 -0.813738  0.149
F3 -1.525197 6.764705 1.301437  0.146
C15 -0.927463 4.942919 -0.071838  -0.110
C16 -1.523211 3.803581 -0.577732  0.012
C17 -0.741964 2.663996 -0.698324  -0.130
N1 0.543151 2.623215 -0.358591  0.021
C18 1.106096 3.727925 0.138819  -0.101
C19 0.407251 4.913189 0.294852  0.021
H14 -2.564462 3.792391 -0.864745  0.121
H15 -1.172491 1.745158 -1.082125  0.100
H16 2.140822 3.633801 0.445121  0.093
H17 0.899002 5.781916 0.709574  0.129
O1 3.414111 1.909451 1.235879  -0.197
C20 4.323833 1.503014 0.452339  -0.607
O2 4.157565 0.658875 -0.444652  -0.137
H18 5.323508 1.945901 0.587320  0.115

Atoms 1-3, force components in eV/Å:
-0.1 -0.2 -0.1
-0.2 -0.1 -0.1
0.3 0.2 0.1

=====

The following is a DFT calculation (ωB97M-V/def2-TZVPD) of a 2-piece molecular cluster, C20H18BNO3Si overall in a non-equilibrium geometry.

Summary:
Strongest force on any atom: 4.78 eV/Å
Spin multiplicity: 1
E_HOMO: -0.3185 Eh
Electronic energy: -1367.675248 hartree
Structure (SMILES): O=C1c2ccccc2C(=O)c2ccccc21.NB(O)[SiH2]c1ccccc1

Last column: Löwdin charge in e.
CARTESIAN COORDINATES (ANGSTROEM)
N1 1.781411 -0.675574 -4.370413  0.055
B1 2.291168 0.734600 -4.086818  -0.585
O1 3.500316 1.267438 -4.673934  0.007
Si1 1.129678 1.798928 -2.883767  0.720
C1 -0.674184 1.469925 -3.535151  -0.333
C2 -1.279003 2.490694 -4.526719  -0.078
C3 -2.720484 2.165385 -5.068601  -0.066
C4 -3.406464 0.863010 -4.577140  -0.087
C5 -2.788352 -0.135425 -3.562698  -0.067
C6 -1.360812 0.177983 -3.029329  -0.090
H1 0.940461 -0.498271 -4.965735  0.072
H2 1.357736 -0.996846 -3.471998  0.046
H3 4.287592 0.729319 -4.427047  0.100
H4 1.177458 1.303230 -1.505590  -0.054
H5 1.469674 3.221189 -2.869218  -0.055
H6 -0.706285 3.433724 -4.854325  0.095
H7 -3.164072 2.890004 -5.823920  0.082
H8 -4.448608 0.595307 -4.985436  0.085
H9 -3.276126 -1.092694 -3.194316  0.084
H10 -0.850723 -0.538757 -2.304509  0.086
C7 2.042782 2.503840 3.024742  -0.055
C8 1.801538 2.443619 4.395577  -0.056
C9 1.172997 1.331119 4.944033  0.003
C10 0.772387 0.279038 4.120116  -0.084
C11 0.992184 0.350322 2.744314  -0.082
C12 1.638981 1.460538 2.199283  0.005
C13 0.528050 -0.736469 1.852546  -0.277
O2 0.723367 -0.675925 0.650529  0.081
C14 -0.184137 -1.892775 2.441805  -0.084
C15 -0.678231 -2.897175 1.608121  0.002
C16 -1.336938 -3.993697 2.154091  -0.057
C17 -1.496509 -4.096007 3.534273  -0.057
C18 -1.010676 -3.094922 4.367836  0.004
C19 -0.361842 -1.986263 3.822099  -0.084
C20 0.120085 -0.908922 4.715530  -0.279
O3 -0.022931 -0.995517 5.923118  0.103
H11 2.541573 3.368434 2.598703  0.108
H12 2.105799 3.264079 5.037418  0.108
H13 0.992410 1.287653 6.013385  0.121
H14 1.824788 1.515667 1.131292  0.108
H15 -0.554660 -2.825554 0.532165  0.118
H16 -1.724849 -4.770950 1.503467  0.108
H17 -2.004261 -4.955407 3.960248  0.108
H18 -1.142288 -3.177898 5.441973  0.122

Atoms 1-3, force components in eV/Å:
-0.1 1.4 0.7
1.6 -0.8 -1.2
-1.2 -1.3 1.7

=====

The following is a DFT calculation (ωB97M-V/def2-TZVPD) of C20H18BrN7O8PdS2 as an isolated structure in a non-equilibrium geometry.

Summary:
Strongest force on any atom: 2.69 eV/Å
Spin multiplicity: 5
ΔE to the lowest compared entry with this formula, charge and spin: 6.4 kcal/mol
E_HOMO (spin up / spin down): -0.3216 / -0.3212 Eh
Electronic energy: -5256.307391 hartree

Last column: Löwdin charge in e.
CARTESIAN COORDINATES (ANGSTROEM)
Pd1 0.635354 -0.879598 -1.560869  1.232
N1 -5.028823 3.136994 3.254277  0.112
C1 -3.879006 2.970056 2.529663  -0.315
C2 -3.531533 1.710281 2.020639  -0.020
C3 -2.336620 1.528189 1.355335  -0.063
C4 -1.480310 2.607953 1.180632  -0.314
C5 -1.817762 3.867464 1.649668  -0.053
C6 -3.009707 4.050347 2.319081  -0.020
S1 0.169399 2.344373 0.600842  0.654
O1 0.734649 3.572123 0.133405  -0.257
O2 0.864514 1.630964 1.630947  -0.253
N2 0.011989 1.283985 -0.683423  0.024
C7 -0.806693 1.632036 -1.661780  -0.438
N3 -0.921270 0.692994 -2.638448  0.118
C8 -1.604960 0.964624 -3.719934  -0.050
C9 -2.279124 2.188563 -3.840290  0.049
C10 -2.183954 3.068446 -2.757942  -0.076
N4 -1.471637 2.807502 -1.690698  0.171
H1 -5.712019 2.404543 3.286674  0.095
H2 -5.327254 4.060591 3.503320  0.095
H3 -4.207488 0.875847 2.166516  0.114
H4 -2.056532 0.552228 0.974769  0.098
H5 -1.130821 4.687332 1.482450  0.119
H6 -3.279972 5.029368 2.695074  0.113
H7 -1.567949 0.205361 -4.496500  0.106
H8 -2.848494 2.440776 -4.721628  0.118
H9 -2.698089 4.023703 -2.757503  0.124
O3 -0.137052 -1.052250 -5.262514  -0.319
S2 0.644573 -1.577581 -4.161449  0.282
O4 -0.304633 -2.026902 -3.045438  -0.422
O5 1.526595 -2.661899 -4.512435  -0.306
O6 1.440032 -0.465237 -3.489850  -0.405
Br1 0.303575 -4.299189 -0.731602  0.833
C11 2.097910 -3.756005 -0.962217  -0.716
C12 3.092981 -4.545310 -0.416156  -0.106
C13 4.408583 -4.151537 -0.608772  -0.050
C14 4.676965 -3.026567 -1.358247  -0.043
C15 3.616329 -2.292284 -1.860522  -0.113
N5 2.350249 -2.642700 -1.653541  0.001
H10 2.825845 -5.428766 0.143470  0.098
H11 5.210859 -4.729999 -0.169824  0.113
H12 5.688631 -2.685016 -1.518206  0.116
H13 3.761679 -1.407031 -2.462600  0.124
C16 -0.637855 -1.719571 3.190675  0.001
N6 0.582883 -1.376105 2.478222  -0.044
C17 1.758778 -1.079420 3.117659  -0.052
C18 2.874039 -0.766203 2.445543  0.017
C19 2.868411 -0.747106 0.985225  -0.483
O7 3.862142 -0.543648 0.306921  0.048
N7 1.635481 -1.019653 0.414864  0.095
C20 0.515331 -1.196946 1.121319  -0.596
O8 -0.576004 -1.262475 0.510798  -0.077
H14 -0.391662 -1.944666 4.224905  0.092
H15 -1.090939 -2.590816 2.721400  0.097
H16 -1.347747 -0.892781 3.153394  0.089
H17 1.725357 -1.096730 4.198569  0.130
H18 3.782789 -0.472628 2.946115  0.116

Atoms 1-3, force components in eV/Å:
0.6 -0.3 0.7
0.0 0.0 0.1
0.2 0.0 0.0